An isolated molecule of C21H29FN2O4, computed with ωB97M-V with the def2-TZVPD basis set.

ORCA input file:
```
! RIJCOSX wB97M-V def2-TZVPD def2/J DEFGRID3
* xyz 0 1
F -0.462 -3.360 -2.509
O 4.196 -0.426 -0.904
O -3.699 -0.542 -1.493
O -3.870 -0.751 0.752
O 3.079 -1.887 1.386
N 0.845 2.389 0.607
N -3.168 1.194 -0.140
C 2.264 3.424 -1.179
C -1.325 1.604 1.407
C -3.572 -0.078 -0.385
C -2.523 1.924 -1.209
C 0.485 -3.793 -0.396
C 2.107 -1.552 -0.717
C -0.573 2.377 0.310
C 3.277 -2.652 2.550
C -4.317 -2.092 0.571
C -3.158 -3.044 0.305
C 2.225 0.947 -0.917
C 1.201 -1.898 -1.705
C 2.995 -0.351 -0.869
C 1.628 3.540 0.211
C 1.381 -3.443 0.599
C -2.835 1.686 1.178
C 1.592 1.167 0.484
C 3.098 2.149 -1.264
C 0.407 -3.018 -1.536
C -1.002 1.826 -1.063
C 2.201 -2.328 0.452
H 2.410 1.201 1.214
H 3.520 2.029 -2.264
H -2.696 -2.801 -0.648
H 0.999 4.431 0.268
H 2.367 -2.703 3.157
H -2.848 1.489 -2.155
H -5.026 -2.124 -0.263
H -2.846 2.969 -1.161
H -0.149 -4.659 -0.291
H 1.486 3.407 -1.946
H -3.168 2.728 1.240
H 1.126 -1.325 -2.616
H -0.722 0.775 -1.146
H -3.372 1.099 1.923
H -0.527 2.387 -1.868
H 1.436 -4.053 1.486
H 1.423 0.846 -1.652
H 3.616 -3.665 2.313
H 0.953 0.321 0.735
H 4.054 -2.134 3.109
H -2.414 -2.962 1.095
H -0.899 3.424 0.365
H 2.433 3.647 0.949
H -1.031 0.554 1.394
H 2.892 4.297 -1.360
H 3.930 2.199 -0.558
H -4.828 -2.342 1.504
H -3.528 -4.064 0.267
H -1.068 2.019 2.382
*
```

E_LUMO   0.634 eV
Energy above the lowest of the compared OMol25 structures with the same formula, charge and spin   4.2 kcal/mol
F_max   0.69 eV/Å
SMILES   CCOC(=O)N1CCC(N2CCC[C@@H](C(=O)c3cc(F)ccc3OC)C2)CC1
Frontier orbital gap   8.77 eV

A structure of composition C43H46AuBN11PS at a distorted geometry, computed with ωB97M-V with the def2-TZVPD basis set.

ORCA input file:
```
! RIJCOSX wB97M-V def2-TZVPD def2/J DEFGRID3
* xyz 2 1
Au -0.134 0.137 -0.363
S -0.418 0.495 4.803
P -0.085 -2.177 -0.664
N 0.426 -4.360 -2.228
N -0.369 2.979 0.397
N -2.090 0.644 0.570
N -0.969 -1.740 3.428
N -1.223 -4.682 -0.517
N -0.123 2.245 -0.701
N 0.120 -0.007 2.302
N 1.886 1.537 1.899
N 1.113 -4.545 0.073
N -1.990 1.536 1.564
N 1.991 0.823 0.680
C 1.366 3.987 3.795
C 3.119 -0.459 -1.704
C 4.777 -2.636 -1.200
C 1.979 3.963 2.517
C 4.369 -1.830 -0.153
C 3.552 -1.258 -2.746
C -3.149 1.563 2.253
C 4.376 -2.347 -2.498
C -5.220 -2.624 -1.125
C -0.844 -4.983 -1.887
C -3.295 0.078 0.608
C -3.780 -0.832 -0.417
C -3.842 -1.494 -2.734
C 0.710 2.962 4.452
C 0.352 -2.935 -2.328
C 3.525 -0.737 -0.396
C -4.728 -1.810 -0.122
C 0.188 3.215 -5.487
C -3.340 -0.681 -1.734
C -0.320 4.368 -1.314
C 0.153 1.871 -5.828
C -0.103 3.058 -1.766
C 0.398 1.731 3.908
C -0.830 5.386 0.974
C 1.459 -4.819 -1.313
C 3.081 0.097 0.700
C -4.781 -2.467 -2.430
C 0.037 1.292 -3.506
C -4.000 0.631 1.685
C 3.035 1.095 2.713
C -0.178 -5.136 0.383
C 1.145 -3.138 0.366
C -1.555 -3.294 -0.352
C 0.479 1.357 2.474
C 0.142 3.598 -4.162
C -3.440 2.501 3.361
C -0.424 -0.525 3.329
C 3.349 1.531 4.083
C 0.084 0.910 -4.829
C 0.047 2.639 -3.146
C 3.767 0.258 1.946
C 2.204 2.942 1.661
C -0.503 4.279 0.048
B -0.744 2.388 1.739
H 2.493 0.401 -1.883
H -2.346 -3.034 -1.064
H 0.166 4.647 -3.913
H -1.939 -3.120 0.660
H -5.178 -3.096 -3.210
H -5.010 0.426 1.977
H -4.409 2.266 3.794
H -0.741 -6.066 -1.981
H -1.116 -2.289 2.599
H -2.683 2.470 4.141
H 0.178 1.574 -6.863
H -0.012 0.537 -2.725
H -5.951 -3.382 -0.895
H -1.861 5.306 1.313
H 4.716 -0.164 2.208
H -0.180 5.372 1.844
H 0.241 3.969 -6.258
H -1.433 -2.009 4.279
H -5.065 -1.938 0.896
H 2.406 -4.328 -1.557
H -0.720 6.330 0.449
H 4.341 1.166 4.340
H 2.716 3.083 0.724
H -0.427 -2.652 -3.045
H 1.572 -5.898 -1.434
H 2.359 4.918 2.176
H 4.706 -2.969 -3.315
H 0.401 3.142 5.471
H -0.453 -4.883 1.410
H -1.620 -4.634 -2.573
H 5.411 -3.487 -1.011
H -2.636 0.105 -1.969
H -3.517 -1.353 -3.754
H 2.144 -2.747 0.152
H -0.093 -6.221 0.300
H 1.318 -2.538 -2.662
H -3.485 3.517 2.975
H 0.068 -0.141 -5.081
H 2.635 1.141 4.811
H 3.341 2.616 4.183
H 3.259 -1.027 -3.758
H 4.675 -2.072 0.855
H 1.423 4.931 4.316
H 0.928 -2.973 1.430
H -0.398 5.258 -1.900
H -0.975 3.264 2.488
*
```

E_LUMO (alpha / beta)   -7.927 / -8.791 eV
Energy above the lowest of the compared OMol25 structures with the same formula, charge and spin   84.9 kcal/mol
F_max   2.41 eV/Å
Frontier orbital gap (alpha / beta)   4.37 / 2.77 eV

An isolated molecule of C2H3IO at a distorted geometry, computed with ωB97M-V with the def2-TZVPD basis set.

ORCA input file:
```
! RIJCOSX wB97M-V def2-TZVPD def2/J DEFGRID3
* xyz 0 1
I 1.575 1.806 -0.460
O -0.687 0.321 0.954
C -0.233 0.597 -0.297
C -0.024 -0.725 0.308
H -0.568 -1.683 0.003
H -1.016 0.831 -1.139
H 0.954 -1.146 0.630
*
```

E_LUMO   0.345 eV
Energy above the lowest of the compared OMol25 structures with the same formula, charge and spin   39.0 kcal/mol
F_max   3.34 eV/Å
SMILES   I[C@H]1CO1
Frontier orbital gap   9.91 eV

Question: What is the formula in the first record?
Answer: C21H29FN2O4

Question: The highest energy above the lowest of the compared OMol25 structures with the same formula, charge and spin belongs to which entry?
Answer: C43H46AuBN11PS

Question: Which value of energy above the lowest of the compared OMol25 structures with the same formula, charge and spin does entry 1 give?
Answer: 4.2 kcal/mol

Question: Which value of energy above the lowest of the compared OMol25 structures with the same formula, charge and spin does entry 2 give?
Answer: 84.9 kcal/mol